[1]
The following is a quantum chemistry calculation of a structure of composition C25H42BrNOP2Tc in a non-equilibrium geometry, from the Open Molecules 2025 dataset.

As for the net charge: +4. The highest occupied orbital energy (alpha / beta) is -0.754 / -0.758 hartree. As for the spin multiplicity: 4. Its total energy is -120914.560 eV. The LUMO energy (alpha / beta) comes out at -14.69 / -15.54 eV. Its largest force on an atom is 4.39 eV/A.

Each line ends with the Mulliken spin population.
Positions of all 73 atoms, in Å:
O  0.047  0.905  1.818  0.0198
H  -2.406  -2.376  -0.422  -0.0028
H  -0.920  -1.876  -3.813  -0.0001
C  0.699  -2.584  1.045  -0.0171
H  -1.596  -3.340  1.881  -0.0026
C  -1.259  -1.663  -2.781  -0.0104
Tc  0.643  0.615  -0.322  1.8952
C  4.142  -0.713  -0.471  -0.0177
H  3.621  2.841  -2.013  0.0007
H  2.853  -2.500  1.097  0.0008
H  5.663  0.771  -0.063  -0.0009
C  -5.738  -1.124  3.469  -0.0612
H  -5.949  0.082  1.679  -0.0011
H  4.515  0.943  -3.304  0.0001
C  -0.351  2.667  -1.389  0.0896
H  -2.330  0.479  4.048  0.0072
H  2.266  2.445  0.160  -0.0112
H  -0.019  3.934  0.378  -0.0019
H  4.057  -1.740  -0.874  0.0031
C  -3.029  2.414  -0.325  0.0220
H  3.723  0.289  -4.744  0.0006
C  -1.361  2.014  -2.129  -0.0073
H  -3.220  -1.342  5.545  -0.0014
H  5.720  0.176  -1.763  -0.0005
H  -3.249  -2.732  1.813  0.0007
P  2.696  0.286  -1.034  -0.0377
C  -2.001  -1.763  0.411  0.0047
C  5.526  -0.097  -0.715  0.0029
H  -0.047  1.810  2.161  0.0028
H  4.452  -0.835  -3.606  0.0001
P  -0.214  -1.480  -0.105  -0.0193
H  -2.480  4.133  0.942  -0.0063
H  -2.923  2.349  2.384  -0.0038
H  1.830  0.719  -3.248  0.0024
Br  1.282  3.173  -2.342  0.0281
H  -0.153  -3.276  -1.689  -0.0082
H  3.967  -0.782  0.624  -0.0053
H  2.215  -2.975  -0.499  -0.0035
H  0.753  -2.019  1.993  -0.0016
H  3.706  1.635  0.797  0.0041
C  2.068  -3.055  0.583  0.0026
H  3.976  3.850  -0.623  0.0009
H  -2.186  -2.233  -2.569  0.0001
H  6.299  -0.821  -0.429  0.0029
C  -2.670  1.972  -1.631  0.0866
H  5.114  2.528  -1.075  -0.0005
C  -0.129  -2.179  -1.858  -0.0402
C  -3.370  0.127  3.920  0.1008
H  0.038  -3.450  1.209  0.0018
C  3.205  1.918  -0.139  0.0366
C  -3.699  1.681  1.916  0.1775
C  2.584  0.003  -2.902  0.0116
N  -5.027  -1.569  4.531  0.2301
C  -5.368  -0.084  2.579  0.1134
H  -0.991  1.466  -3.022  0.0095
H  -3.421  1.494  -2.239  0.0004
H  2.162  -4.117  0.844  -0.0005
H  -6.655  -1.689  3.316  0.0007
H  -4.979  1.391  0.245  -0.0128
H  -1.979  -1.743  2.593  0.0003
H  -2.435  -0.741  0.342  -0.0042
C  -4.173  0.607  2.801  0.1045
C  -0.778  3.451  -0.247  -0.0087
C  -2.196  -2.428  1.764  0.0157
C  4.056  2.820  -1.005  0.0179
H  0.874  -1.887  -2.240  0.0226
C  -4.039  1.862  0.597  0.2004
C  -2.123  3.414  0.152  0.1084
C  -3.829  -0.954  4.711  -0.0543
H  -0.045  0.357  2.643  -0.0001
C  3.892  0.112  -3.669  -0.0006
H  -1.453  -0.572  -2.655  0.0065
H  2.146  -0.996  -3.039  0.0074



[2]
The following is a quantum chemistry calculation of a structure of composition C25H42Cl2O2P2Ru in a non-equilibrium geometry, from the Open Molecules 2025 dataset.

As for the net charge: +1. The highest occupied orbital energy (alpha / beta) is -0.342 / -0.391 hartree. As for the spin multiplicity: 6. Its total energy is -76888.568 eV. The LUMO energy (alpha / beta) comes out at -3.66 / -4.78 eV. As for the energy relative to the best compared isomer or geometry (same formula, charge and spin): 349.2 kJ/mol. Its largest force on an atom is 5.64 eV/A.

Each line ends with the Mulliken spin population.
Positions of all 74 atoms, in Å:
H  -0.156  -0.073  4.074  0.0024
C  3.315  -2.652  -2.096  -0.0013
C  3.728  -0.724  2.747  0.0253
C  1.863  1.944  1.026  0.1881
H  4.557  -0.100  3.147  0.0199
C  -1.947  -1.345  2.502  0.0572
P  -0.307  -1.827  1.703  0.2205
H  -2.249  -0.296  2.292  0.0000
C  3.246  -1.649  -0.924  -0.0084
H  -0.294  3.253  2.117  0.0163
C  0.755  1.484  -2.760  0.0485
C  2.695  0.100  2.116  0.1432
H  -0.704  2.914  0.229  0.0328
C  1.915  3.255  0.356  0.0125
H  -2.709  -3.229  -1.667  0.0019
H  -1.798  -1.462  3.583  0.0079
H  -0.799  -0.984  -2.914  -0.0179
H  0.415  1.471  -3.804  -0.0014
H  -4.635  1.410  -0.708  0.0041
H  1.313  2.388  -2.537  0.0028
P  -0.625  1.533  -1.657  0.0116
Cl  3.309  -1.846  -3.661  0.0000
C  -1.991  0.882  -2.812  0.0374
C  -0.076  2.320  2.634  0.0936
H  0.484  2.562  3.557  0.0341
H  -4.312  -2.644  -1.861  -0.0051
H  -1.152  -3.809  0.926  0.0092
H  1.484  -0.031  4.621  0.0000
H  5.019  1.669  1.524  0.0157
C  -4.095  0.746  -1.373  0.0618
H  4.730  0.486  0.213  0.0111
Ru  -1.593  0.097  -0.322  1.9533
H  -1.681  1.294  -3.798  0.0463
H  -1.049  1.892  2.941  -0.0144
C  4.343  1.413  0.679  0.0249
H  -1.033  -2.061  -0.650  0.0006
C  -1.211  3.071  -0.731  0.0046
H  -3.789  -0.935  -3.381  0.0108
H  4.368  2.235  -0.056  -0.0005
H  1.004  3.819  0.245  0.0010
H  4.206  -3.280  -1.995  0.0001
C  -2.915  -1.473  -2.966  0.0210
C  0.888  1.470  1.934  0.2495
H  -3.963  1.537  -3.356  -0.0026
H  0.638  -3.589  0.485  -0.0028
C  1.342  0.226  2.509  0.4184
C  2.995  1.123  1.175  0.4091
H  -3.212  2.547  -2.095  0.0002
C  -1.772  -0.567  -2.611  0.5869
H  1.308  0.577  -2.526  -0.0135
O  4.075  -1.932  -0.024  0.0044
C  -0.332  -1.402  -0.069  0.0245
Cl  1.858  -3.738  -1.954  0.0000
H  0.949  -1.417  3.801  -0.0123
H  2.571  3.927  0.913  0.0173
H  -2.617  -2.168  -3.774  0.0012
O  2.430  -0.693  -0.982  0.0438
H  -4.794  0.025  -1.751  -0.0034
H  0.651  -1.098  -0.643  0.0005
C  -3.283  -2.292  -1.747  0.0662
C  0.853  -0.332  3.791  0.0066
H  -3.202  -2.070  0.473  -0.0177
H  -3.389  0.251  0.632  0.0445
H  -2.675  -2.084  2.135  0.0069
H  3.337  -1.349  3.562  0.0003
H  4.149  -1.356  1.940  0.0317
C  -0.136  -3.545  1.274  0.0594
H  -2.299  3.163  -0.480  0.0066
H  2.393  3.183  -0.615  0.0035
C  -3.322  1.514  -2.465  -0.0304
H  -0.788  3.889  -1.363  0.0063
C  -3.378  -0.075  -0.429  -0.0831
H  0.176  -4.053  2.170  0.0009
C  -3.081  -1.486  -0.470  0.1060



[3]
The following is a quantum chemistry calculation of a structure of composition C25H42FInN2O7S, from the Open Molecules 2025 dataset.

As for the net charge: +2. The highest occupied orbital energy is -0.534 hartree. Its total energy is -62632.532 eV. The LUMO energy comes out at -5.66 eV. Its largest force on an atom is 0.64 eV/A.

Each line ends with the Mulliken charge.
Positions of all 79 atoms, in Å:
H  -3.068  -2.432  1.402  0.5650
H  0.830  0.145  -4.764  -0.3058
H  1.889  -5.027  -6.827  0.3196
N  0.534  -2.933  -4.446  -0.0418
C  2.376  -2.319  0.962  -0.5874
H  -1.668  -3.355  -0.353  0.3230
C  -0.467  2.815  0.418  -0.6360
C  -2.063  -2.033  1.266  -0.6602
H  -1.229  -3.975  1.239  0.5734
H  2.822  -3.067  0.312  0.2948
C  -3.167  -4.488  -6.975  -0.6665
H  2.187  2.170  -4.604  0.4219
H  -1.658  -1.739  2.231  0.3651
N  -1.222  -2.412  -3.019  0.2721
C  1.909  -2.911  -4.984  -0.6354
C  -1.235  -3.086  0.610  -0.8169
C  1.870  -2.877  -6.503  -0.5199
H  -3.727  0.082  1.325  0.5733
H  -2.131  0.369  2.061  0.3128
H  -1.559  -1.284  -5.517  0.3156
O  0.019  1.232  -2.322  0.0452
H  2.425  -3.811  -4.643  0.4481
O  -3.212  -3.433  -2.850  -0.5446
C  1.265  1.921  -2.655  -0.2153
H  1.279  3.311  1.501  0.6020
O  1.548  1.572  0.386  -0.1233
C  -1.991  -2.190  -5.930  0.6301
H  2.893  -2.729  -6.850  0.4320
F  0.091  -0.218  1.622  -0.8131
C  2.674  1.060  1.126  -0.5958
H  -3.631  -5.379  -7.384  0.4454
H  1.320  -4.093  -8.209  0.3659
O  0.100  -2.643  0.337  -0.2216
H  -2.843  -3.582  -8.894  0.4249
O  -1.162  1.671  -0.114  -0.0796
S  1.216  -1.564  -2.309  -0.3006
H  2.431  -2.049  -4.580  0.4644
H  0.753  3.169  -4.345  0.3266
H  3.427  1.841  1.247  0.5361
C  -2.145  -2.325  -7.299  -0.6517
H  2.334  0.724  2.107  0.3334
C  -0.735  0.982  -3.538  -0.6379
C  1.197  2.193  -4.151  -0.9644
C  -2.430  -3.206  -5.084  -0.3025
H  -0.198  1.322  -5.613  0.6013
C  0.098  -2.349  -3.362  0.7595
H  3.019  -2.166  1.827  0.5152
C  0.274  1.081  -4.661  0.1103
C  0.728  2.413  1.220  -0.9235
H  0.445  1.862  2.110  0.3254
H  -3.386  -5.118  -4.924  0.5018
C  -3.031  -4.349  -5.602  -0.6188
H  1.340  2.824  -2.057  0.3209
H  -3.081  1.289  -0.674  0.3910
H  4.151  -0.448  0.817  0.6338
H  -1.409  -2.228  -2.052  -0.3133
H  -1.503  1.750  -3.633  0.4267
H  2.100  1.267  -2.406  -0.0435
H  -1.220  0.013  -3.456  0.0614
H  1.097  -3.833  1.714  0.6026
H  -2.952  2.317  0.757  0.4584
H  -0.163  3.413  -0.439  0.2333
C  -2.668  0.252  1.124  -0.6916
C  1.022  -2.781  1.436  -0.8805
O  -2.125  -0.872  0.404  -0.2795
H  0.255  -4.337  -6.839  0.2265
H  -1.823  -1.530  -7.962  0.4696
H  -1.128  3.415  1.041  0.6515
C  -2.360  -3.066  -3.613  0.3993
C  3.248  -0.072  0.344  -0.8791
H  1.292  -2.007  -6.830  0.1906
H  0.678  -2.198  2.283  0.3109
C  1.300  -4.155  -7.120  -1.0985
In  0.109  -0.281  -0.364  1.7207
H  3.498  0.264  -0.662  0.2132
H  -0.140  -3.444  -4.999  0.0123
O  2.263  -1.108  0.190  -0.1247
C  -2.535  1.448  0.255  -0.8046
C  -2.725  -3.478  -7.821  -0.5491



[4]
The following is a quantum chemistry calculation of a structure of composition C25H42GeIrNO5S4Si in a non-equilibrium geometry, from the Open Molecules 2025 dataset.

As for the net charge: -2. The highest occupied orbital energy is -0.015 hartree. Its total energy is -148915.481 eV. The LUMO energy comes out at 4.21 eV. Its largest force on an atom is 3.04 eV/A.

Each line ends with the Mulliken charge.
Positions of all 80 atoms, in Å:
H  0.430  2.529  -2.241  0.0401
H  -3.317  -0.527  -4.971  0.3815
H  -1.243  -1.366  -3.624  0.1065
H  -4.098  -3.740  -3.158  0.4968
H  -4.917  1.307  2.091  0.4001
H  4.611  -3.253  0.984  0.3923
C  5.023  1.112  -3.298  -0.5671
C  -1.894  -2.204  -3.398  -1.4419
H  0.408  -4.675  0.819  0.3416
H  -3.732  -3.064  -1.558  0.2825
H  -2.300  3.179  0.288  0.3135
O  -1.535  1.165  -1.129  0.6945
H  -3.162  1.985  -3.105  0.2053
C  -5.285  -1.017  0.675  -1.5398
H  -1.491  1.826  -3.674  0.1430
C  3.785  -3.965  0.977  -1.3864
H  0.136  3.207  -0.639  0.2558
H  1.923  1.658  -5.584  0.4849
H  -5.628  2.409  0.912  0.3323
H  -4.940  -0.927  -4.383  0.3404
Ir  0.405  -0.390  -0.479  0.3357
C  1.582  -1.660  0.643  -0.9561
C  2.794  1.505  -4.958  -0.2070
C  -6.147  0.591  -1.056  -1.4366
S  1.494  1.583  0.936  -0.1655
H  -1.512  -2.688  -2.501  0.2249
H  4.177  2.443  -6.299  0.3847
S  -0.979  1.033  2.504  -0.3480
C  -3.321  -1.719  -3.178  1.9899
C  1.511  0.322  -3.016  -0.8266
C  0.426  1.929  2.226  0.0059
C  2.661  0.872  -3.733  0.5892
C  -0.256  3.134  -1.651  -1.4977
H  -3.961  -2.168  -5.199  0.3785
C  -2.567  3.340  -0.758  -1.5498
H  -3.602  3.035  -0.893  0.1724
H  0.976  -1.984  1.495  0.6089
Ge  2.318  -3.271  -0.194  0.6774
C  4.048  1.942  -5.347  -0.5958
H  2.194  -2.975  -2.739  0.2539
H  -1.865  -2.914  -4.228  0.5209
O  -3.912  0.778  -0.203  0.3126
H  3.424  -4.073  2.001  0.3701
H  -6.170  1.639  -1.361  0.3231
C  2.991  -3.278  -2.058  -1.1593
O  -3.416  -0.561  -2.344  0.5774
O  0.350  0.256  -3.386  -0.6636
H  6.126  2.108  -4.846  0.3855
H  -6.636  1.140  1.648  0.4085
H  3.817  -2.579  -2.166  0.3004
C  3.770  0.679  -2.905  0.1403
Si  -2.692  0.004  -0.971  -0.6994
H  -7.162  0.261  -0.825  0.4299
H  5.873  0.951  -2.647  0.4785
H  -5.079  -1.715  -0.136  0.1619
H  -2.230  3.446  -3.512  0.4151
H  -0.303  4.135  -2.086  0.4819
C  -2.171  2.442  -3.086  -1.4566
N  1.926  -0.151  -1.780  0.8007
C  -3.928  -1.312  -4.523  -1.8622
C  -1.644  2.508  -1.650  1.4103
H  -2.463  4.400  -0.998  0.4543
C  0.902  -4.676  -0.153  -1.1792
H  2.416  -1.065  1.016  0.5064
C  -4.147  -2.840  -2.541  -1.7163
H  -4.521  -1.155  1.440  0.2942
H  3.333  -4.277  -2.334  0.4931
H  -5.749  0.005  -1.883  0.0617
H  -6.270  -1.233  1.095  0.5276
O  3.997  -0.450  -0.790  -0.6481
C  -5.228  0.421  0.159  1.8195
C  -5.637  1.382  1.277  -1.8276
S  -1.676  -1.476  0.110  -0.8407
C  3.304  -0.013  -1.686  -0.3993
H  0.142  -4.459  -0.906  0.2417
C  5.158  1.746  -4.523  -0.4255
H  4.164  -4.934  0.643  0.3836
H  -5.192  -2.539  -2.430  0.3306
H  1.298  -5.676  -0.340  0.4032
S  0.787  3.226  3.259  -0.4695